{"formula": "C35H87N27O20P2S", "method": "ωB97M-V with the def2-TZVPD basis set", "symbols": ["C", "C", "O", "C", "C", "C", "C", "C", "C", "N", "C", "C", "C", "C", "N", "C", "P", "O", "O", "O", "C", "S", "C", "P", "O", "O", "O", "C", "N", "C", "C", "C", "C", "C", "C", "O", "C", "H", "H", "H", "H", "H", "H", "H", "H", "H", "H", "H", "H", "H", "H", "H", "H", "H", "H", "H", "H", "H", "H", "H", "H", "H", "H", "H", "H", "H", "H", "H", "H", "H", "H", "H", "H", "H", "H", "H", "C", "O", "N", "N", "H", "H", "H", "H", "C", "O", "N", "N", "H", "H", "H", "H", "C", "O", "N", "N", "H", "H", "H", "H", "C", "O", "N", "N", "H", "H", "H", "H", "C", "O", "N", "N", "H", "H", "H", "H", "C", "O", "N", "N", "H", "H", "H", "H", "C", "O", "N", "N", "H", "H", "H", "H", "C", "O", "N", "N", "H", "H", "H", "H", "C", "O", "N", "N", "H", "H", "H", "H", "C", "O", "N", "N", "H", "H", "H", "H", "C", "O", "N", "N", "H", "H", "H", "H", "C", "O", "N", "N", "H", "H", "H", "H"], "positions_angstrom": [[7.62005, -0.72522, 1.30003], [6.64566, -0.27464, 0.08718], [6.30075, -1.42001, -0.77663], [5.04742, -1.02848, -1.39036], [4.64024, -1.96836, -2.66114], [3.01646, -1.80472, -2.78608], [2.46928, -2.15766, -4.26960], [0.85997, -2.24827, -4.29708], [0.22181, -1.29219, -3.14761], [0.43738, 0.10903, -3.33576], [-0.11496, 0.88652, -2.25143], [0.10451, 2.46130, -2.34437], [0.90390, 3.02970, -3.64158], [2.50325, 2.78282, -3.55620], [3.00768, 2.58774, -2.16781], [-0.42599, 3.45811, -1.23623], [-0.03000, 5.27308, -1.48046], [1.44513, 5.54395, -1.90256], [-1.04406, 5.83339, -2.76025], [-0.32631, 6.27160, -0.13559], [-1.22809, 2.81346, -0.05475], [-1.95182, 3.91868, 1.28087], [-1.47201, 1.25287, 0.04993], [-2.47912, 0.69653, 1.54860], [-3.88801, 1.35688, 1.49528], [-1.60603, 1.14840, 2.96717], [-2.74216, -0.97987, 1.64369], [-0.88588, 0.26211, -1.05866], [-1.12528, -1.14731, -0.84593], [-0.52981, -1.89361, -1.91166], [-0.64434, -3.50300, -1.83435], [-1.51438, -4.05495, -0.60266], [-3.04045, -4.45902, -1.01380], [-3.94575, -3.19428, -1.41925], [-5.28705, -3.02597, -0.52725], [-5.06345, -3.18257, 0.89578], [-5.97801, -2.35764, 1.67716], [8.54975, -1.21128, 0.83411], [7.98805, 0.17780, 1.89929], [7.10255, -1.45187, 2.04324], [5.71051, 0.21320, 0.55669], [7.19827, 0.54548, -0.50754], [5.05342, 0.06459, -1.76384], [4.16611, -1.08977, -0.63351], [4.92597, -3.07386, -2.47207], [5.16792, -1.61971, -3.61823], [2.81533, -0.70234, -2.48447], [2.56679, -2.55860, -2.04678], [2.75131, -1.23897, -4.92453], [3.00745, -3.05081, -4.75630], [0.42899, -3.30497, -4.29476], [0.52483, -1.75599, -5.29545], [0.52741, 2.36481, -4.51853], [0.60534, 4.09932, -3.91446], [2.71379, 1.78920, -4.11963], [3.09052, 3.60945, -4.09385], [2.66794, 3.31719, -1.52523], [2.82772, 1.63567, -1.82308], [-1.45892, 6.66248, -2.39764], [-1.29170, 6.32629, 0.06454], [-3.33817, 3.83058, 1.03599], [-1.03501, 0.35215, 3.14556], [-1.91342, -1.48591, 1.81428], [-1.04904, -3.96387, -2.82157], [0.43016, -3.91687, -1.73039], [-1.49541, -3.40950, 0.34096], [-1.02972, -5.06719, -0.29587], [-3.51371, -4.95354, -0.07420], [-3.05805, -5.21385, -1.87699], [-3.41288, -2.18267, -1.39381], [-4.26727, -3.36234, -2.53383], [-5.62336, -1.92203, -0.68327], [-6.17858, -3.65741, -0.93030], [-5.95456, -1.24532, 1.39921], [-7.07796, -2.72060, 1.62227], [-5.69553, -2.41073, 2.80353], [-3.73506, 6.48314, 3.91794], [-4.23495, 6.46983, 2.80093], [-2.61035, 5.79041, 4.22120], [-4.26038, 7.18905, 4.94543], [-2.18265, 5.78641, 5.12920], [-2.19131, 5.25274, 3.48002], [-5.09862, 7.71932, 4.75941], [-3.86491, 7.21236, 5.86756], [-9.71409, -3.88810, 0.84990], [-9.06358, -2.95107, 1.29178], [-9.17553, -5.10795, 0.61895], [-11.03134, -3.78736, 0.55197], [-9.69456, -5.88933, 0.25599], [-8.19643, -5.22474, 0.82735], [-11.47069, -2.89458, 0.70958], [-11.58192, -4.54487, 0.18814], [10.88368, 1.36535, 1.00273], [9.73411, 0.99154, 1.18125], [11.33420, 1.79249, -0.20132], [11.80824, 1.38506, 1.99311], [12.27388, 2.10337, -0.36886], [10.67566, 1.79266, -0.96393], [11.51138, 1.07431, 2.90430], [12.75688, 1.68823, 1.86689], [-6.53223, 10.44096, 4.50110], [-5.84400, 9.75130, 5.23974], [-7.87946, 10.32068, 4.43495], [-6.00710, 11.38486, 3.68483], [-8.46196, 10.87675, 3.83557], [-8.30812, 9.62809, 5.02800], [-5.00686, 11.50437, 3.70522], [-6.55424, 11.96101, 3.07125], [-4.09972, -5.28429, -4.73770], [-3.44906, -4.34772, -4.29514], [-3.56255, -6.50692, -4.95818], [-5.41455, -5.17882, -5.04576], [-4.07908, -7.28791, -5.32061], [-2.58550, -6.62524, -4.74117], [-5.85089, -4.28293, -4.89540], [-5.96602, -5.93469, -5.40984], [6.23758, -6.04175, -1.57556], [5.53224, -6.32081, -0.61869], [6.40716, -6.88067, -2.62803], [6.91222, -4.87131, -1.67075], [6.98200, -6.67069, -3.42375], [5.92129, -7.76246, -2.59480], [6.81194, -4.21897, -0.90716], [7.49631, -4.62405, -2.44887], [5.28244, 1.78691, 3.64567], [4.94786, 1.01025, 2.76178], [6.56630, 2.17521, 3.83024], [4.39917, 2.32738, 4.51758], [6.85985, 2.81181, 4.55000], [7.25625, 1.79558, 3.20090], [3.43266, 2.06392, 4.41390], [4.65610, 2.96744, 5.24983], [5.97095, 4.83242, 7.49852], [5.63479, 4.05364, 6.61377], [7.25303, 5.21789, 7.68059], [5.08711, 5.37281, 8.36837], [7.54898, 5.85434, 8.39829], [7.94169, 4.83653, 7.05051], [4.12018, 5.10890, 8.26429], [5.34167, 6.01204, 9.09942], [-10.38204, -6.56618, -2.94346], [-10.54843, -6.85115, -1.76676], [-11.11357, -7.11990, -3.93939], [-9.45142, -5.67162, -3.35318], [-10.99274, -6.89945, -4.91129], [-11.81688, -7.79085, -3.67389], [-8.88631, -5.23714, -2.63979], [-9.29906, -5.42351, -4.31384], [6.65205, 6.75814, 3.96256], [7.78749, 6.30650, 3.91588], [5.62418, 6.08982, 4.53579], [6.32446, 7.96723, 3.44447], [4.68552, 6.44243, 4.58513], [5.82934, 5.18453, 4.93325], [7.06341, 8.49537, 3.00873], [5.39916, 8.35548, 3.47227], [-1.03462, -3.50949, -8.13032], [-1.14395, -4.54863, -8.76358], [-1.80645, -3.22461, -7.05468], [-0.13095, -2.55051, -8.44917], [-1.73225, -2.37718, -6.52100], [-2.49098, -3.91319, -6.78513], [0.46261, -2.72535, -9.24421], [-0.02546, -1.69035, -7.94210], [-2.22670, -5.04341, 3.78429], [-1.53515, -5.74474, 4.50626], [-3.57467, -5.16004, 3.72269], [-1.70675, -4.08509, 2.97910], [-4.15997, -4.59178, 3.13406], [-4.00149, -5.86141, 4.30615], [-0.70616, -3.96567, 2.99423], [-2.25960, -3.49909, 2.37835]], "forces_ev_per_a": [[-0.49, -0.39, -0.34], [0.96, 0.52, 1.77], [-1.27, 2.16, 0.24], [-1.06, -0.70, -1.14], [-0.46, 0.22, 0.76], [1.45, -0.74, -0.50], [0.30, 1.56, 0.25], [-0.47, 1.25, -0.27], [-0.12, 1.91, 0.52], [-2.47, -3.36, 3.71], [-0.39, 1.14, 0.69], [-0.88, 0.67, 1.81], [-0.97, -1.24, -0.51], [-0.15, -0.89, 0.06], [-0.11, 0.20, -0.80], [-0.43, -4.81, -0.66], [3.47, 2.46, -1.55], [-4.34, -1.44, 1.49], [0.52, -0.01, 3.31], [-0.95, -1.80, -2.40], [0.11, -2.71, -1.57], [-0.47, -0.73, -1.57], [2.25, 2.22, -2.21], [-4.00, 1.34, 0.79], [4.44, -1.96, 0.20], [-0.56, -2.49, -2.59], [1.82, 2.36, 0.15], [-0.29, 1.90, 0.87], [3.42, 1.27, -5.11], [-0.58, 0.73, 0.55], [0.18, 0.42, 0.31], [-0.31, -1.68, -0.38], [0.07, 0.74, 0.92], [-0.98, -0.32, -0.45], [-0.23, 1.47, -0.95], [-0.64, 0.58, -0.53], [-1.03, 0.22, 1.24], [-1.35, 0.60, 0.86], [-0.83, -1.47, -1.14], [0.72, 1.12, -1.49], [1.32, -0.95, -0.81], [-0.85, -1.33, 0.61], [0.25, -1.53, 0.54], [1.53, -0.01, -0.94], [-0.47, 1.83, -0.23], [-0.76, -0.42, 1.37], [-0.13, -2.01, -0.61], [0.46, 1.37, -0.81], [-0.43, -1.56, 1.01], [-1.05, 1.13, 1.02], [0.72, 1.53, 0.30], [0.43, -0.91, 1.66], [0.51, 1.14, 1.45], [0.52, -1.49, 0.83], [-0.31, 1.70, 0.90], [-1.08, -1.06, 0.92], [0.19, -0.61, -0.46], [-0.10, 0.90, -0.13], [0.45, -0.96, -0.76], [0.79, -0.30, 0.15], [1.54, -0.31, 0.03], [-0.48, 1.18, 0.15], [-0.66, 0.51, -0.42], [0.50, 1.07, 1.61], [-1.53, 0.81, -0.17], [-0.03, -0.65, -1.68], [-0.66, 1.74, -0.43], [0.82, 0.73, -1.61], [0.27, 1.08, 1.31], [-0.42, -1.62, 0.18], [0.45, 0.52, 2.19], [0.45, -1.75, 0.12], [1.51, 0.59, 0.89], [0.25, -1.56, 0.10], [1.97, 0.55, -0.21], [-0.08, -0.09, -1.98], [-0.28, 0.13, -0.01], [0.11, -0.06, -0.12], [0.72, -0.47, -0.18], [-0.51, 0.23, 0.10], [-0.10, 0.00, -0.09], [0.00, 0.04, 0.23], [0.21, 0.15, 0.20], [-0.04, 0.02, -0.12], [0.24, 0.14, 0.15], [-0.30, 0.00, -0.06], [0.63, -0.55, -0.05], [-0.81, 0.41, -0.10], [-0.02, 0.03, -0.18], [-0.21, 0.03, 0.01], [0.11, -0.20, -0.02], [0.14, 0.00, 0.00], [-0.44, -0.07, 0.04], [0.66, 0.46, -0.08], [-0.01, 0.16, -0.83], [0.35, -0.11, 0.80], [-0.10, -0.04, 0.04], [0.14, 0.02, 0.17], [0.08, 0.07, -0.20], [-0.11, -0.02, -0.01], [0.13, -0.15, 0.12], [-0.04, -0.04, -0.01], [-0.72, -0.30, 0.22], [0.60, 0.46, -0.28], [0.08, -0.06, 0.04], [0.08, 0.15, -0.14], [-0.22, -0.04, -0.03], [0.04, -0.09, 0.07], [0.22, 0.01, 0.10], [0.09, 0.00, -0.32], [0.55, -0.45, 0.03], [-0.79, 0.44, -0.05], [0.05, 0.09, 0.03], [-0.19, -0.01, -0.07], [0.10, -0.18, -0.04], [0.11, 0.04, 0.04], [-0.21, 0.09, 0.53], [0.03, -0.04, -0.16], [-0.10, -0.80, -0.61], [0.22, 0.65, 0.26], [-0.05, 0.00, 0.11], [0.12, 0.20, -0.01], [0.03, 0.03, -0.19], [-0.07, -0.01, 0.09], [-0.10, -0.20, -0.24], [-0.05, -0.03, -0.04], [0.84, -0.01, -0.14], [-0.85, 0.20, 0.34], [-0.14, -0.03, -0.01], [-0.13, 0.12, 0.08], [0.25, 0.02, -0.04], [0.10, -0.09, 0.06], [0.28, 0.20, 0.28], [-0.05, -0.19, -0.16], [0.56, -0.20, -0.25], [-0.78, 0.01, 0.15], [-0.07, -0.04, -0.09], [-0.09, 0.18, 0.07], [0.20, 0.06, 0.07], [0.02, -0.07, -0.09], [-0.01, -0.02, 0.23], [-0.06, 0.02, 0.14], [-0.57, -0.50, -0.28], [0.67, 0.51, 0.11], [0.00, 0.00, 0.11], [0.15, 0.14, -0.08], [-0.12, -0.04, -0.12], [-0.08, -0.02, 0.10], [0.17, -0.29, 0.01], [0.02, 0.05, 0.09], [-0.17, -0.42, 0.29], [0.19, 0.86, -0.37], [0.09, -0.04, -0.09], [-0.20, 0.16, -0.02], [-0.19, -0.12, 0.07], [0.08, -0.10, -0.03], [-0.16, -0.42, -0.16], [0.03, 0.07, 0.04], [-0.53, -0.12, 0.47], [0.69, 0.41, -0.44], [-0.03, -0.11, -0.01], [0.15, 0.19, 0.09], [-0.13, 0.05, 0.18], [-0.04, -0.09, -0.04], [0.07, -0.45, 0.46], [-0.02, 0.10, -0.10], [-0.77, -0.23, 0.12], [0.74, 0.75, -0.44], [0.07, -0.01, -0.07], [0.12, 0.16, -0.12], [-0.20, -0.12, 0.00], [-0.21, -0.24, 0.05]], "mulliken_charge": [-0.866, -0.169, -0.316, -0.429, -0.287, 0.328, -0.815, -0.019, -0.388, -0.200, -0.001, -0.394, -1.016, -0.287, -0.513, 0.844, 0.911, -0.686, -0.518, -0.452, -0.268, -0.316, 0.502, 0.834, -0.694, -0.497, -0.228, -0.356, 0.162, 0.517, -0.159, -0.636, -0.606, 0.400, -0.529, 0.011, -0.533, 0.287, 0.109, 0.258, 0.334, 0.155, 0.316, 0.276, 0.097, 0.305, -0.356, 0.148, 0.294, 0.336, 0.249, -0.157, 0.389, 0.414, 0.070, 0.330, 0.249, 0.159, 0.303, 0.308, 0.320, 0.301, 0.254, -0.033, 0.362, -0.131, 0.469, 0.459, 0.162, -0.126, -0.050, 0.385, -0.113, 0.196, 0.149, 0.252, 0.749, -0.663, -0.273, -0.331, 0.164, 0.088, 0.169, 0.130, 0.677, -0.718, -0.330, -0.429, 0.185, 0.188, 0.218, 0.173, 0.562, -0.536, -0.395, -0.407, 0.159, 0.220, 0.213, 0.158, 0.681, -0.692, -0.386, -0.386, 0.164, 0.219, 0.219, 0.165, 0.704, -0.500, -0.402, -0.447, 0.149, 0.223, 0.216, 0.135, 0.714, -0.652, -0.402, -0.338, 0.160, 0.221, 0.139, 0.155, 0.538, -0.675, -0.153, -0.288, 0.149, 0.128, 0.156, 0.266, 0.681, -0.727, -0.360, -0.440, 0.165, 0.213, 0.217, 0.154, 0.630, -0.648, -0.419, -0.298, 0.156, 0.228, 0.175, 0.159, 0.666, -0.663, -0.206, -0.391, 0.159, 0.019, 0.233, 0.158, 0.630, -0.675, -0.261, -0.368, 0.175, 0.112, 0.218, 0.181, 0.479, -0.692, -0.341, -0.097, 0.204, 0.181, 0.196, -0.015], "total_energy_ha": -5450.23573, "orbital_gap_ev": 7.3, "e_lumo_ev": -1.24, "homo_energy_ev": -8.5, "total_charge": 0}